No. 1
ORCA calculation (ωB97M-V/def2-TZVPD) on a single C3H5N3O molecule.

Net charge = 0
Molar mass = 99.09 g mol⁻¹
LUMO level = 0.020 hartree
Total energy = -356.71517 Eh
Orbital gap = 9.13 eV
Relative energy (zero: lowest compared OMol25 entry of this formula, charge and spin) = 3.8695 eV
F_max = 0.68 eV/Å

Last columns: bonded neighbours and bond lengths (Å).
Atoms and positions in Å:
1 O -0.160 0.347 -2.428  C2 1.373, H8 0.979
2 C 0.551 0.545 -1.270  O1 1.373, N7 1.521, H9 1.101, H10 1.086
3 C -1.345 0.268 0.018  N4 1.320, N7 1.421
4 N -1.596 0.324 1.313  C3 1.320, N5 1.370
5 N -0.497 -0.188 1.951  N4 1.370, C6 1.319, H11 1.010
6 C 0.453 -0.550 1.110  N5 1.319, N7 1.353, H12 1.088
7 N -0.034 -0.261 -0.119  C2 1.521, C3 1.421, C6 1.353
8 H -1.084 0.569 -2.193  O1 0.979
9 H 0.457 1.585 -0.921  C2 1.101
10 H 1.594 0.290 -1.433  C2 1.086
11 H -0.482 -0.195 2.960  N5 1.010
12 H 1.343 -1.080 1.441  C6 1.088



No. 2
ORCA calculation (ωB97M-V/def2-TZVPD) on a single C3H5N3O molecule at a distorted geometry.

Net charge = 0
Molar mass = 99.09 g mol⁻¹
LUMO level = 0.032 hartree
Total energy = -356.76739 Eh
Orbital gap = 10.51 eV
Relative energy (zero: lowest compared OMol25 entry of this formula, charge and spin) = 2.4486 eV
F_max = 3.73 eV/Å
SMILES = C=N/N=C\NC=O

Last columns: bonded neighbours and bond lengths (Å).
Atoms and positions in Å:
1 C 2.517 -0.812 0.207  N2 1.265, H8 1.087, H9 1.158
2 N 1.587 -0.402 -0.547  C1 1.265, N3 1.451
3 N 1.050 0.893 -0.173  N2 1.451, C4 1.239
4 C -0.185 0.990 -0.136  N3 1.239, N5 1.361, H10 1.037
5 N -1.070 -0.031 -0.296  C4 1.361, C6 1.367, H11 0.991
6 C -2.401 0.075 -0.001  N5 1.367, O7 1.203, H12 1.113
7 O -3.164 -0.853 -0.031  C6 1.203
8 H 2.953 -1.780 -0.025  C1 1.087
9 H 2.781 -0.154 1.122  C1 1.158
10 H -0.532 1.884 0.259  C4 1.037
11 H -0.754 -0.882 -0.694  N5 0.991
12 H -2.782 1.072 0.314  C6 1.113